Entry from the Open Molecules 2025 dataset: 12 unconnected molecules or ions with the total composition C38H72O16 in a non-equilibrium geometry (the ωB97M-V functional and the def2-TZVPD basis).

Results
DFT total energy: -73333.8689 eV
Highest occupied orbital energy: -8.55 eV
Maximum force: 2.76 eV Å⁻¹
Gap between HOMO and LUMO: 8.7395 eV
Relative energy (zero: lowest compared OMol25 entry of this formula, charge and spin): 0.00 kJ/mol

```
126
Properties=species:S:1:pos:R:3:mulliken_charge:R:1
C 2.74189 -2.95541 -2.98752 -0.748
C 2.66730 -4.47588 -2.97345 0.517
O 1.63038 -5.11225 -3.19483 -0.548
C 3.91341 -5.24627 -2.55935 -1.007
H 1.77032 -2.48277 -3.15576 0.117
H 3.46897 -2.58088 -3.70951 0.541
H 3.12213 -2.61474 -2.01975 0.266
H 4.78219 -4.59117 -2.53714 0.325
H 4.05049 -6.05726 -3.28219 0.334
H 3.72248 -5.66509 -1.56582 0.234
C 3.65945 4.51387 1.27124 -0.696
C 2.30393 4.77762 0.61900 0.508
O 1.73931 5.87510 0.72546 -0.620
C 1.65856 3.59550 -0.10784 0.514
H 4.34282 4.19252 0.47829 0.382
H 3.59732 3.71116 2.00403 -0.257
H 4.03029 5.43162 1.72101 0.359
H 1.28225 3.71475 -1.11620 0.650
H 0.75438 3.37950 0.48640 -0.458
H 2.31173 2.73417 -0.02335 -0.430
C -1.54151 6.28860 -0.10056 -1.411
C -2.06376 5.12703 0.76864 0.804
O -2.03630 5.09263 1.97170 -0.578
C -2.60189 3.95121 -0.06767 -0.776
H -1.08317 7.03651 0.54491 0.300
H -2.37356 6.71230 -0.68165 0.444
H -0.89159 5.88498 -0.86643 0.314
H -2.12445 2.98905 0.14622 0.090
H -2.51470 4.13202 -1.12837 0.368
H -3.66541 3.78753 0.13293 0.403
C 3.78387 2.78941 -4.11459 -1.011
C 4.21458 2.26519 -2.79568 0.541
O 5.07087 2.83677 -2.15394 -0.594
C 3.38445 1.10390 -2.20581 0.375
H 2.80373 2.46676 -4.40899 0.196
H 4.51490 2.53783 -4.90027 0.330
H 3.80818 3.87296 -4.04713 0.331
H 3.36082 0.22309 -2.85707 0.234
H 2.34194 1.46458 -2.24872 -0.209
H 3.59658 0.81022 -1.17722 -0.167
C -1.42560 2.56344 -3.33818 -0.691
C -0.79767 1.36066 -3.94997 0.881
O 0.41072 1.33613 -4.11470 -0.545
C -1.53312 0.25477 -4.63919 -0.926
H -2.06728 2.99897 -4.11295 0.526
H -0.63448 3.23148 -2.99494 0.168
H -2.08784 2.30949 -2.51602 -0.020
H -1.38197 0.37068 -5.72535 0.417
H -2.58941 0.16373 -4.41865 0.330
H -1.03240 -0.68977 -4.37995 -0.037
C -0.30001 2.95843 3.92495 -0.387
C 0.74708 3.54584 4.88276 0.619
O 0.68567 3.29069 6.07852 -0.652
C 1.80999 4.45350 4.28718 -0.641
H -0.71093 2.03584 4.31639 0.249
H 0.12448 2.74234 2.95237 -0.121
H -1.13558 3.64638 3.79308 0.366
H 2.69552 3.87535 4.01415 -0.049
H 2.09869 5.19664 5.02929 0.439
H 1.40934 4.93640 3.39662 0.170
C -3.30315 -2.16570 1.74981 0.034
C -4.40630 -1.83060 0.78704 0.643
O -5.34499 -2.60001 0.50940 -0.677
C -4.35086 -0.47208 0.07525 -0.217
H -3.60377 -2.99431 2.38891 0.488
H -3.01706 -1.29338 2.32915 0.056
H -2.46446 -2.47978 1.11912 -0.504
H -4.49180 0.29964 0.83405 -0.239
H -5.14549 -0.39845 -0.66716 0.421
H -3.36695 -0.33729 -0.35863 -0.074
C 4.33618 0.84144 1.95108 -1.163
C 3.11795 0.94676 2.82262 0.854
O 2.21766 1.76298 2.55954 -0.117
C 3.12559 0.04091 4.00339 -1.571
H 4.20373 0.17701 1.10260 0.179
H 5.16949 0.39405 2.50081 0.489
H 4.70039 1.77105 1.52625 0.210
H 2.11057 -0.02322 4.36672 0.246
H 3.80420 0.42359 4.78124 0.474
H 3.47815 -0.94288 3.68255 0.454
C -0.24056 -0.24570 1.31213 1.628
C 0.00604 0.07706 -0.14013 0.452
O -0.60194 0.95100 -0.72393 -0.042
C 1.02744 -0.82935 -0.88506 -0.397
H 0.66087 -0.38910 1.91174 -0.497
H -0.65826 -1.25985 1.31487 -1.138
H -0.94879 0.42013 1.77477 -0.168
H 0.93417 -0.61389 -1.93960 -0.044
H 0.85580 -1.88192 -0.67265 0.057
H 2.00851 -0.51512 -0.48887 0.052
C -4.65985 2.67374 2.65814 -0.514
C -4.07929 1.53145 3.40461 0.762
O -2.94345 1.20012 3.21274 -0.326
C -4.99432 0.82221 4.40332 -1.563
H -3.87954 3.42794 2.55867 -0.104
H -5.47284 3.11216 3.23825 0.436
H -5.01791 2.43428 1.65970 0.242
H -6.00706 0.75117 3.98909 0.406
H -5.08801 1.34063 5.37276 0.364
H -4.58972 -0.16998 4.57194 0.364
C 0.46581 -5.62017 0.11630 -1.270
C -0.10499 -5.02895 1.37797 0.681
C 0.36198 -5.68367 2.66516 -0.452
O 1.09982 -4.66342 3.32732 -0.388
C 1.01533 -3.48796 2.66550 0.304
O 1.56753 -2.46878 3.00585 -0.480
O 0.19391 -3.59864 1.59783 -0.081
H 1.55754 -5.64946 0.17016 0.379
H 0.13424 -5.10225 -0.77954 -0.061
H 0.11757 -6.66284 0.08232 0.433
H -1.18750 -5.05445 1.26941 0.181
H 1.01116 -6.54767 2.47803 0.307
H -0.51508 -5.96933 3.24104 0.297
C -1.50844 -5.27329 -5.00126 -1.210
C -2.38363 -4.56947 -4.01241 0.317
C -2.61072 -5.33943 -2.73567 -0.482
O -2.43696 -4.29040 -1.68909 -0.399
C -1.87062 -3.18967 -2.26068 0.285
O -1.59182 -2.19384 -1.63930 0.130
O -1.66462 -3.36778 -3.56067 -0.369
H -1.89072 -6.23891 -5.32219 0.382
H -0.55236 -5.43471 -4.48626 0.173
H -1.32145 -4.67637 -5.88706 0.341
H -3.28118 -4.08218 -4.39991 0.372
H -1.87581 -6.13517 -2.56501 0.289
H -3.62769 -5.72555 -2.62246 0.299
```